A 9-piece molecular cluster, C36H72O9 overall at a distorted geometry. Source: the OMol25 dataset; level of theory: ωB97M-V with the def2-TZVPD basis set.

Cartesian coordinates (Å):
C: -1.453 9.234 -0.324
C: -0.400 10.288 -0.491
C: 0.441 10.061 0.787
O: -0.105 8.886 1.403
C: -0.871 8.102 0.467
H: -1.863 8.822 -1.247
H: -2.316 9.678 0.173
H: -0.951 11.228 -0.514
H: 0.199 10.113 -1.385
H: 0.477 10.887 1.497
H: 1.454 9.896 0.420
H: -1.602 7.439 0.930
H: -0.295 7.397 -0.132
C: 4.258 2.826 -4.621
C: 3.525 4.040 -3.883
C: 2.337 4.277 -4.821
O: 1.992 2.948 -5.189
C: 3.106 2.038 -5.250
H: 4.711 2.246 -3.818
H: 5.123 3.065 -5.240
H: 4.200 4.862 -3.647
H: 3.187 3.633 -2.930
H: 2.609 4.828 -5.721
H: 1.498 4.778 -4.337
H: 3.332 1.959 -6.313
H: 2.961 1.039 -4.839
C: 4.870 4.430 4.032
C: 3.529 4.053 4.597
C: 3.223 5.169 5.668
O: 4.433 5.969 5.712
C: 5.124 5.859 4.525
H: 4.961 4.217 2.967
H: 5.494 3.725 4.582
H: 3.457 3.096 5.115
H: 2.770 4.108 3.817
H: 2.990 4.743 6.644
H: 2.397 5.830 5.404
H: 6.159 6.183 4.419
H: 4.592 6.606 3.936
C: -0.736 -0.857 0.147
C: -0.364 -2.121 0.901
C: 0.012 -3.169 -0.231
O: -0.449 -2.492 -1.377
C: -1.412 -1.476 -1.111
H: 0.203 -0.477 -0.258
H: -1.332 -0.029 0.531
H: -1.281 -2.510 1.345
H: 0.413 -1.946 1.646
H: -0.436 -4.154 -0.105
H: 1.094 -3.205 -0.364
H: -2.370 -1.985 -1.005
H: -1.338 -0.759 -1.929
C: -3.769 2.394 6.590
C: -3.965 0.981 7.005
C: -4.932 0.454 5.981
O: -5.321 1.576 5.291
C: -5.120 2.737 6.053
H: -3.017 2.435 5.801
H: -3.570 3.166 7.333
H: -4.496 0.964 7.957
H: -3.025 0.438 7.101
H: -5.725 -0.117 6.465
H: -4.541 -0.272 5.268
H: -5.964 2.849 6.735
H: -5.191 3.547 5.327
C: 4.188 -11.246 -3.012
C: 2.631 -11.222 -3.186
C: 2.107 -10.352 -2.077
O: 3.314 -9.694 -1.635
C: 4.436 -10.507 -1.696
H: 4.690 -10.753 -3.844
H: 4.603 -12.236 -2.818
H: 2.239 -12.226 -3.342
H: 2.443 -10.910 -4.213
H: 1.498 -10.863 -1.331
H: 1.444 -9.538 -2.370
H: 4.447 -11.159 -0.823
H: 5.372 -9.963 -1.565
C: -5.688 3.357 -6.673
C: -6.836 3.437 -5.674
C: -6.283 2.595 -4.523
O: -5.797 1.532 -5.315
C: -5.230 1.947 -6.535
H: -4.864 4.026 -6.424
H: -6.100 3.599 -7.653
H: -7.718 2.996 -6.140
H: -7.085 4.440 -5.326
H: -7.129 2.272 -3.917
H: -5.506 3.070 -3.925
H: -5.467 1.332 -7.403
H: -4.144 1.878 -6.600
C: -8.300 -7.031 -1.479
C: -6.925 -6.382 -1.385
C: -6.550 -6.477 0.085
O: -7.224 -7.610 0.521
C: -8.402 -7.870 -0.211
H: -8.547 -7.597 -2.377
H: -8.997 -6.198 -1.395
H: -7.008 -5.322 -1.626
H: -6.238 -6.847 -2.093
H: -6.953 -5.604 0.598
H: -5.487 -6.467 0.328
H: -9.258 -7.583 0.399
H: -8.402 -8.935 -0.444
C: 8.853 -1.364 2.306
C: 7.624 -1.884 3.015
C: 7.592 -3.269 2.401
O: 8.895 -3.691 2.132
C: 9.749 -2.613 2.521
H: 9.243 -0.524 2.882
H: 8.701 -1.070 1.268
H: 6.701 -1.319 2.882
H: 7.792 -1.990 4.087
H: 6.906 -3.322 1.556
H: 7.168 -3.896 3.185
H: 10.572 -2.683 1.809
H: 10.010 -2.794 3.564

Force components x, y, z for each atom (eV/Å):
-1.926 -1.133 -1.377
-0.272 0.048 0.451
-0.119 -0.518 -0.971
0.590 -0.782 0.904
0.407 1.304 0.279
0.062 0.309 -0.426
0.032 -0.210 0.381
0.636 0.275 -0.241
-0.054 0.318 0.008
-0.327 -0.190 0.087
0.320 -0.267 0.440
-0.069 0.539 0.688
0.722 0.303 -0.222
0.132 0.174 2.239
0.803 -0.927 -0.947
1.118 -0.770 0.464
-1.464 -0.919 0.261
0.898 2.196 -1.231
0.064 -0.205 0.054
-0.525 0.400 -0.483
-0.134 0.150 -0.348
-0.288 0.126 -0.020
0.181 0.267 -0.036
-0.147 -0.289 -0.075
-0.024 -0.564 -0.160
-0.620 0.360 0.287
0.654 -0.885 0.746
-2.061 1.244 0.526
1.084 -0.019 -0.961
-0.015 -0.559 2.864
-1.344 0.122 -2.380
0.082 0.336 0.056
0.989 0.321 -0.321
0.279 -0.122 -0.429
-0.207 -0.232 0.103
0.406 0.190 0.109
-0.103 -0.046 -0.284
0.188 -0.233 1.271
0.046 -0.116 -1.303
-0.410 -0.513 -1.610
-0.654 -0.735 0.400
0.077 2.597 0.688
-0.175 -0.861 -2.122
1.987 -0.214 0.777
-0.052 0.520 0.012
0.139 -0.373 0.805
0.129 0.020 0.622
-0.114 -0.292 0.046
-0.012 0.024 0.093
0.032 -0.529 0.208
-0.415 0.642 0.249
-0.532 -0.284 -0.170
0.313 2.157 0.628
0.556 -0.649 1.672
0.409 -1.406 -0.143
-2.223 -0.109 -2.229
-0.312 -0.502 -1.641
-0.127 0.338 -0.111
0.743 -0.500 0.520
0.323 -0.082 0.311
-0.143 -0.116 0.023
-0.606 0.349 0.171
0.461 0.149 -0.162
0.295 0.134 0.745
0.314 0.238 0.214
0.409 -0.595 0.785
0.929 -1.279 -1.841
0.730 0.915 -0.306
-1.475 1.879 1.415
-0.700 -0.723 -0.144
0.003 -0.155 0.067
-0.122 -0.282 -0.809
-0.144 -0.291 1.138
-0.124 1.077 0.170
0.712 -0.446 0.581
0.169 0.029 -0.455
-0.164 -0.668 0.032
-0.226 0.542 -0.631
-0.680 1.415 -0.608
0.542 1.331 0.825
-1.211 0.083 -1.984
0.838 -2.593 0.907
0.546 0.010 -0.496
-0.207 0.295 -0.030
0.471 0.063 -0.188
-0.074 -0.210 0.414
-0.003 0.223 -0.338
0.416 -0.442 0.275
0.035 0.162 -0.002
-1.040 -0.434 0.352
0.368 0.096 0.878
-0.693 0.793 0.436
0.500 0.592 -0.903
-0.711 0.626 -0.600
0.681 -1.388 1.408
0.408 0.039 -0.169
0.351 0.141 -0.027
-0.398 -0.200 -0.206
0.173 -0.040 -0.407
0.313 -0.024 0.309
-0.168 0.364 0.146
0.010 -0.619 -0.163
-0.211 -0.224 -0.039
-0.253 -0.057 0.217
1.152 0.342 1.870
-0.202 -0.021 -0.744
-2.084 -0.818 1.416
0.040 0.144 -0.344
-0.479 0.115 -1.691
0.260 0.257 -0.324
0.046 -0.315 0.028
0.049 -0.031 -0.189
0.187 0.255 0.018
0.355 -0.061 -0.434
-0.188 -0.626 -0.171
0.416 0.237 0.526
0.447 0.522 0.039

Calculated values
SMILES ... C1CCOC1.C1CCOC1.C1CCOC1.C1CCOC1.C1CCOC1.C1CCOC1.C1CCOC1.C1CCOC1.C1CCOC1
Frontier orbital gap ... 9.76 eV
ΔE to the lowest compared entry with this formula, charge and spin ... 493.89 kJ/mol
Max |F| ... 3.2 eV Å⁻¹

Atomic partial charges in e from the Mulliken method, atoms 1 to 2: atom 1 (C): -0.562, atom 2 (C): -0.472